# 1
Below is a 12-piece molecular cluster, C45H82O25S5 overall, with properties calculated with wB97M-V/def2-TZVPD.

Each line ends with the Löwdin charge.
Geometry (Å):
C1 -7.348 -1.004 -0.591  -0.02
C2 -7.091 -1.768 0.691  -0.31
C3 -5.660 -2.295 0.898  -0.07
O1 -5.464 -2.044 2.299  0.06
C4 -6.377 -1.179 2.775  -0.58
O2 -6.399 -0.712 3.860  0.17
O3 -7.293 -0.895 1.804  0.07
H1 -7.281 -1.718 -1.415  0.09
H2 -6.621 -0.207 -0.767  0.07
H3 -8.308 -0.490 -0.575  0.09
H4 -7.782 -2.613 0.738  0.15
H5 -4.890 -1.868 0.258  0.10
H6 -5.684 -3.380 0.820  0.13
C5 3.925 -0.565 2.263  -0.02
C6 4.631 -1.680 1.519  -0.32
C7 4.449 -1.587 -0.015  -0.09
O4 5.765 -1.805 -0.498  0.08
C8 6.625 -1.947 0.516  -0.56
O5 7.764 -2.269 0.421  0.17
O6 6.026 -1.579 1.678  0.10
H7 4.127 -0.591 3.337  0.08
H8 2.843 -0.674 2.138  0.07
H9 4.208 0.417 1.878  0.08
H10 4.163 -2.613 1.856  0.14
H11 4.090 -0.606 -0.339  0.11
H12 3.704 -2.304 -0.352  0.11
C9 0.930 -5.083 -2.193  -0.01
C10 1.417 -4.822 -0.778  -0.29
C11 1.424 -6.052 0.112  -0.10
O7 2.736 -6.119 0.646  0.05
C12 3.531 -5.266 -0.042  -0.57
O8 4.712 -5.233 0.075  0.18
O9 2.812 -4.471 -0.847  0.08
H13 0.920 -4.134 -2.735  0.06
H14 -0.087 -5.475 -2.229  0.10
H15 1.644 -5.716 -2.718  0.10
H16 0.846 -4.003 -0.338  0.13
H17 1.202 -6.971 -0.443  0.13
H18 0.645 -6.064 0.879  0.13
C13 -4.222 1.823 -0.148  -0.03
C14 -4.191 2.733 1.064  -0.28
C15 -4.968 2.146 2.236  -0.06
O10 -4.036 2.113 3.329  0.09
C16 -2.796 2.278 2.828  -0.56
O11 -1.764 2.083 3.393  0.15
O12 -2.859 2.747 1.577  0.06
H19 -5.226 1.819 -0.580  0.10
H20 -4.039 0.794 0.171  0.07
H21 -3.499 2.124 -0.899  0.05
H22 -4.510 3.739 0.787  0.16
H23 -5.212 1.102 2.020  0.11
H24 -5.894 2.629 2.532  0.15
O13 6.167 2.526 -3.855  -0.32
S1 5.481 1.702 -2.879  0.68
O14 6.178 0.689 -2.131  -0.31
C17 4.642 2.824 -1.749  -0.21
C18 3.618 3.412 -2.693  -0.23
C19 2.907 2.234 -3.392  -0.20
C20 3.917 1.063 -3.538  -0.20
H25 5.356 3.486 -1.271  0.11
H26 4.125 2.199 -1.018  0.09
H27 2.824 3.976 -2.200  0.09
H28 4.030 4.072 -3.455  0.11
H29 2.614 2.582 -4.384  0.11
H30 2.014 1.933 -2.848  0.08
H31 4.067 0.682 -4.545  0.10
H32 3.681 0.232 -2.873  0.08
O15 -3.053 6.278 -1.013  -0.32
S2 -2.353 5.139 -1.570  0.68
O16 -3.179 4.069 -2.099  -0.33
C21 -1.137 5.657 -2.765  -0.23
C22 0.112 4.838 -2.445  -0.22
C23 0.219 4.860 -0.905  -0.21
C24 -1.151 4.472 -0.391  -0.22
H33 -0.917 6.695 -2.507  0.11
H34 -1.543 5.579 -3.770  0.11
H35 0.010 3.793 -2.754  0.11
H36 0.937 5.291 -2.990  0.11
H37 0.493 5.869 -0.578  0.13
H38 1.057 4.206 -0.657  0.09
H39 -1.452 4.795 0.601  0.10
H40 -1.220 3.384 -0.476  0.09
O17 0.792 1.645 8.573  -0.33
S3 1.319 1.781 7.234  0.68
O18 2.044 2.987 6.877  -0.34
C25 2.290 0.342 6.741  -0.21
C26 1.747 -0.092 5.370  -0.21
C27 0.235 0.115 5.458  -0.22
C28 -0.037 1.506 6.025  -0.20
H41 2.098 -0.431 7.484  0.10
H42 3.340 0.624 6.762  0.10
H43 2.199 0.432 4.528  0.09
H44 1.960 -1.150 5.215  0.10
H45 -0.226 -0.691 6.037  0.11
H46 -0.266 0.005 4.492  0.10
H47 -1.006 1.779 6.425  0.11
H48 0.187 2.197 5.213  0.06
O19 -0.232 0.809 -2.096  -0.34
S4 0.341 -0.150 -1.167  0.69
O20 1.705 -0.581 -1.323  -0.31
C29 0.030 0.436 0.543  -0.17
C30 -1.324 -0.218 0.881  -0.20
C31 -1.261 -1.646 0.391  -0.20
C32 -0.744 -1.599 -1.035  -0.21
H49 -0.039 1.521 0.551  0.08
H50 0.814 0.072 1.205  0.09
H51 -1.528 -0.176 1.950  0.11
H52 -2.054 0.366 0.317  0.09
H53 -2.230 -2.147 0.405  0.11
H54 -0.592 -2.265 0.990  0.08
H55 -1.530 -1.505 -1.787  0.07
H56 -0.132 -2.408 -1.438  0.08
O21 1.582 -2.050 -4.193  -0.32
S5 0.354 -1.782 -4.912  0.68
O22 -0.912 -2.187 -4.326  -0.34
C33 0.280 -0.005 -5.313  -0.19
C34 0.372 0.084 -6.836  -0.21
C35 0.025 -1.264 -7.490  -0.21
C36 0.488 -2.396 -6.590  -0.23
H57 1.160 0.345 -4.774  0.08
H58 -0.596 0.418 -4.830  0.09
H59 -0.339 0.825 -7.211  0.11
H60 1.330 0.512 -7.137  0.11
H61 0.332 -1.333 -8.529  0.12
H62 -1.070 -1.308 -7.472  0.12
H63 1.567 -2.573 -6.664  0.11
H64 0.035 -3.377 -6.708  0.11
C37 3.696 3.219 3.252  -0.01
C38 2.568 3.244 2.256  -0.48
C39 1.205 3.643 2.785  0.00
O23 2.707 2.939 1.092  0.05
H65 3.794 4.165 3.786  0.09
H66 4.658 3.022 2.781  0.09
H67 3.515 2.434 3.990  0.07
H68 1.026 3.188 3.757  0.06
H69 0.388 3.387 2.116  0.06
H70 1.219 4.731 2.904  0.10
C40 1.956 -4.688 3.676  0.00
C41 0.713 -3.844 3.782  -0.48
C42 0.067 -3.711 5.146  -0.01
O24 0.336 -3.187 2.831  0.05
H71 1.748 -5.694 4.050  0.09
H72 2.777 -4.235 4.229  0.09
H73 2.220 -4.773 2.625  0.06
H74 -0.753 -2.999 5.095  0.08
H75 0.833 -3.385 5.848  0.08
H76 -0.340 -4.689 5.409  0.09
C43 -4.542 -1.836 -4.037  -0.01
C44 -4.053 -0.961 -2.895  -0.47
C45 -3.677 0.460 -3.275  0.00
O25 -3.901 -1.377 -1.768  0.04
H77 -5.376 -1.328 -4.528  0.09
H78 -4.939 -2.775 -3.651  0.08
H79 -3.741 -2.041 -4.744  0.08
H80 -4.407 1.132 -2.830  0.08
H81 -3.631 0.595 -4.355  0.08
H82 -2.660 0.618 -2.906  0.07

Results
Spin multiplicity ... 1
Relative energy (zero: lowest compared OMol25 entry of this formula, charge and spin) ... 0.0 kcal per mole
SMILES string ... C[C@H]1COC(=O)O1.C[C@H]1COC(=O)O1.C[C@H]1COC(=O)O1.C[C@H]1COC(=O)O1.O=S1(=O)CCCC1.O=S1(=O)CCCC1.O=S1(=O)CCCC1.O=S1(=O)CCCC1.O=S1(=O)CCCC1.CC(C)=O.CC(C)=O.CC(C)=O

=====

# 2
Below is a 9-piece molecular cluster, C51H46F8N2O2PS overall, with properties calculated with wB97M-V/def2-TZVPD.

Each line ends with the Löwdin charge.
Geometry (Å):
O1 -0.664 3.072 3.296  -0.16
P1 0.919 3.152 3.226  0.15
O2 1.298 1.597 3.151  -0.17
S1 1.794 4.245 4.497  0.41
C1 1.304 3.781 1.576  -0.30
C2 0.748 3.570 0.359  0.00
N1 1.467 4.312 -0.545  0.15
C3 2.435 4.969 0.089  -0.05
N2 2.352 4.655 1.365  0.10
H1 -1.008 2.204 3.035  0.10
H2 2.056 1.418 2.575  0.08
H3 -0.092 2.950 0.075  0.13
H4 1.301 4.354 -1.543  0.18
H5 3.166 5.631 -0.349  0.17
H6 2.947 4.994 2.118  0.14
F1 -1.279 1.920 -1.534  -0.01
C4 -1.965 0.785 -1.181  -0.28
C5 -1.238 -0.368 -0.981  -0.02
C6 -1.929 -1.519 -0.629  -0.06
C7 -3.310 -1.491 -0.492  -0.07
C8 -4.011 -0.311 -0.701  -0.06
C9 -3.335 0.852 -1.051  -0.01
H7 -0.163 -0.368 -1.112  0.11
H8 -1.387 -2.442 -0.466  0.11
H9 -3.839 -2.395 -0.224  0.10
H10 -5.086 -0.298 -0.602  0.09
H11 -3.855 1.785 -1.222  0.12
F2 1.498 8.287 -0.092  0.03
C10 0.445 8.485 0.744  -0.28
C11 -0.193 9.706 0.757  -0.01
C12 -1.267 9.869 1.622  -0.07
C13 -1.676 8.831 2.450  -0.08
C14 -1.011 7.613 2.416  -0.07
C15 0.059 7.438 1.551  -0.03
H12 0.144 10.503 0.109  0.12
H13 -1.787 10.817 1.648  0.11
H14 -2.511 8.972 3.122  0.11
H15 -1.320 6.802 3.062  0.11
H16 0.597 6.503 1.500  0.08
F3 0.277 1.678 -7.445  0.06
C16 0.012 2.639 -6.543  -0.28
C17 0.235 3.960 -6.885  -0.01
C18 -0.040 4.944 -5.946  -0.08
C19 -0.520 4.602 -4.687  -0.11
C20 -0.733 3.266 -4.373  -0.09
C21 -0.475 2.274 -5.305  -0.01
H17 0.614 4.203 -7.868  0.12
H18 0.122 5.983 -6.202  0.11
H19 -0.733 5.377 -3.960  0.10
H20 -1.106 2.975 -3.403  0.07
H21 -0.643 1.231 -5.067  0.12
F4 -3.145 -4.916 -0.348  0.04
C22 -2.218 -5.390 0.515  -0.29
C23 -2.136 -4.826 1.772  -0.03
C24 -1.178 -5.313 2.651  -0.08
C25 -0.325 -6.337 2.262  -0.09
C26 -0.430 -6.881 0.989  -0.07
C27 -1.387 -6.410 0.102  -0.01
H22 -2.811 -4.027 2.050  0.11
H23 -1.102 -4.890 3.644  0.10
H24 0.421 -6.710 2.951  0.10
H25 0.236 -7.671 0.678  0.08
H26 -1.491 -6.822 -0.892  0.12
F5 2.595 -3.773 -1.437  0.06
C28 2.269 -3.004 -2.494  -0.29
C29 2.635 -1.672 -2.480  -0.03
C30 2.298 -0.883 -3.571  -0.10
C31 1.606 -1.427 -4.644  -0.10
C32 1.250 -2.768 -4.631  -0.07
C33 1.584 -3.572 -3.550  -0.01
H27 3.175 -1.274 -1.632  0.11
H28 2.582 0.162 -3.585  0.10
H29 1.346 -0.805 -5.491  0.10
H30 0.707 -3.194 -5.464  0.11
H31 1.322 -4.621 -3.517  0.12
F6 -6.614 -1.460 0.548  0.03
C34 -7.757 -0.810 0.877  -0.28
C35 -7.663 0.447 1.436  -0.02
C36 -8.837 1.110 1.767  -0.08
C37 -10.068 0.510 1.542  -0.09
C38 -10.128 -0.758 0.980  -0.08
C39 -8.964 -1.432 0.639  -0.01
H32 -6.691 0.890 1.609  0.11
H33 -8.787 2.098 2.203  0.11
H34 -10.979 1.030 1.804  0.10
H35 -11.086 -1.229 0.806  0.11
H36 -8.986 -2.418 0.195  0.12
F7 4.253 2.792 2.964  -0.02
C40 5.391 2.350 3.581  -0.28
C41 5.879 3.076 4.645  -0.02
C42 7.031 2.622 5.271  -0.07
C43 7.666 1.471 4.824  -0.08
C44 7.147 0.765 3.748  -0.07
C45 5.993 1.202 3.114  -0.02
H37 5.366 3.970 4.973  0.11
H38 7.431 3.170 6.112  0.11
H39 8.564 1.124 5.316  0.11
H40 7.641 -0.131 3.397  0.11
H41 5.568 0.665 2.277  0.11
F8 1.961 -8.101 -0.931  0.04
C46 2.743 -9.143 -0.563  -0.28
C47 3.952 -9.318 -1.204  -0.02
C48 4.753 -10.385 -0.822  -0.08
C49 4.337 -11.253 0.177  -0.09
C50 3.114 -11.054 0.802  -0.08
C51 2.304 -9.988 0.435  -0.02
H42 4.252 -8.631 -1.983  0.12
H43 5.706 -10.536 -1.310  0.11
H44 4.964 -12.085 0.468  0.10
H45 2.784 -11.731 1.578  0.11
H46 1.348 -9.816 0.912  0.11

Results
Spin multiplicity ... 1
Net charge ... +1

=====

# 3
Below is one molecule with the formula C4H4N2, with properties calculated with wB97M-V/def2-TZVPD.

Each line ends with the Löwdin charge.
Geometry (Å):
C1 0.663 0.818 -0.100  -0.06
C2 -0.699 0.791 0.069  -0.06
C3 -1.297 -0.471 -0.037  -0.15
N1 -0.620 -1.610 -0.062  0.00
N2 0.694 -1.576 0.133  0.00
C4 1.318 -0.409 0.057  -0.15
H1 1.200 1.730 -0.344  0.11
H2 -1.277 1.687 0.277  0.11
H3 -2.365 -0.554 -0.208  0.10
H4 2.389 -0.434 0.230  0.10

Results
Spin multiplicity ... 1
Relative energy (zero: lowest compared OMol25 entry of this formula, charge and spin) ... 28.3 kcal per mole
SMILES string ... c1ccnnc1

=====

# 4
Below is one molecule with the formula C4H4ClFO, with properties calculated with wB97M-V/def2-TZVPD.

Each line ends with the Löwdin charge.
Geometry (Å):
C1 2.063 -1.195 -0.645  0.00
C2 1.181 -0.215 -0.291  -0.19
O1 -0.223 -0.534 -0.147  -0.05
C3 -0.969 0.555 0.187  -0.22
C4 -2.175 0.559 0.730  -0.73
F1 -2.958 -0.574 0.952  -0.01
Cl1 -2.995 1.999 0.707  0.77
H1 3.156 -0.748 -0.603  0.09
H2 1.881 -2.236 -0.903  0.06
H3 1.683 0.869 0.106  0.18
H4 -0.643 1.521 -0.093  0.09

Results
Spin multiplicity ... 1
Relative energy (zero: lowest compared OMol25 entry of this formula, charge and spin) ... 51.4 kcal per mole
SMILES string ... C=CO/C=C(\F)Cl

=====

# 5
Below is a 7-piece molecular cluster, C18H42ClN6O10 overall, with properties calculated with wB97M-V/def2-TZVPD.

Each line ends with the Löwdin charge.
Geometry (Å):
Cl1 -1.437 0.131 1.386  0.62
O1 -1.145 1.007 2.486  -0.39
O2 -0.579 -1.072 1.432  -0.43
O3 -2.822 -0.288 1.469  -0.39
O4 -1.118 0.788 0.123  -0.41
C1 -3.115 3.162 7.457  -0.36
O5 -2.946 4.297 7.776  0.03
N1 -3.542 2.221 8.331  -0.19
C2 -3.632 0.841 7.931  -0.08
C3 -3.841 2.578 9.722  -0.05
H1 -2.996 2.680 6.474  0.14
H2 -4.684 0.556 7.918  0.08
H3 -3.191 0.130 8.629  0.08
H4 -3.271 0.549 6.944  0.09
H5 -3.521 1.829 10.446  0.08
H6 -3.497 3.553 10.069  0.08
H7 -4.914 2.599 9.910  0.08
C4 4.118 0.339 -6.141  -0.32
O6 4.702 1.380 -5.774  -0.02
N2 3.161 -0.293 -5.420  -0.19
C5 2.594 -1.595 -5.756  -0.06
C6 2.649 0.305 -4.201  -0.05
H8 4.362 -0.210 -7.063  0.13
H9 2.703 -2.236 -4.881  0.08
H10 3.091 -2.113 -6.576  0.08
H11 1.533 -1.505 -5.991  0.09
H12 1.567 0.410 -4.278  0.09
H13 2.666 -0.334 -3.318  0.09
H14 3.020 1.293 -3.930  0.09
C7 -3.888 -3.377 -2.515  -0.33
O7 -5.090 -3.106 -2.295  -0.02
N3 -3.391 -3.817 -3.664  -0.19
C8 -4.135 -4.030 -4.932  -0.03
C9 -1.958 -4.162 -3.772  -0.06
H15 -3.103 -3.269 -1.751  0.14
H16 -3.661 -3.488 -5.749  0.08
H17 -5.214 -3.901 -5.017  0.09
H18 -3.928 -5.085 -5.113  0.08
H19 -1.377 -3.636 -3.014  0.08
H20 -1.874 -5.229 -3.565  0.08
H21 -1.509 -3.967 -4.746  0.08
C10 -5.875 2.296 -2.065  -0.31
O8 -6.752 1.437 -2.257  -0.02
N4 -5.980 3.608 -2.403  -0.20
C11 -4.826 4.446 -2.209  -0.09
C12 -7.077 4.181 -3.198  -0.04
H22 -4.912 2.008 -1.617  0.14
H23 -4.249 4.591 -3.123  0.08
H24 -4.037 4.110 -1.536  0.09
H25 -5.127 5.450 -1.911  0.08
H26 -6.754 4.294 -4.233  0.09
H27 -7.911 3.480 -3.174  0.08
H28 -7.478 5.092 -2.752  0.08
C13 5.448 3.311 0.430  -0.38
O9 4.709 3.871 -0.378  0.00
N5 5.151 2.231 1.109  -0.18
C14 6.111 1.683 2.082  -0.05
C15 3.823 1.594 1.158  -0.02
H29 6.500 3.560 0.639  0.13
H30 6.514 0.724 1.755  0.08
H31 5.601 1.476 3.023  0.09
H32 6.938 2.376 2.231  0.08
H33 3.864 0.512 1.032  0.08
H34 3.310 1.764 2.104  0.09
H35 3.217 2.052 0.376  0.09
C16 4.739 -3.209 2.702  -0.34
O10 5.314 -3.111 3.776  0.00
N6 5.232 -3.543 1.470  -0.18
C17 6.616 -3.931 1.263  -0.06
C18 4.289 -3.767 0.328  -0.04
H36 3.645 -3.103 2.625  0.13
H37 7.156 -3.166 0.706  0.08
H38 6.745 -4.883 0.747  0.08
H39 7.145 -3.974 2.215  0.08
H40 3.327 -3.292 0.520  0.08
H41 4.610 -3.268 -0.587  0.08
H42 4.190 -4.830 0.109  0.08

Results
Spin multiplicity ... 1
Relative energy (zero: lowest compared OMol25 entry of this formula, charge and spin) ... 131.9 kcal per mole
Net charge ... -1

=====

# 6
Below is one molecule with the formula C3H7N3, with properties calculated with wB97M-V/def2-TZVPD.

Each line ends with the Löwdin charge.
Geometry (Å):
C1 -2.666 -0.337 0.134  -0.05
N1 -1.664 -0.027 -0.591  -0.07
N2 -0.993 1.123 -0.185  -0.01
C2 0.238 0.974 0.090  -0.17
C3 1.024 -0.313 0.087  -0.29
N3 2.429 -0.020 -0.100  -0.02
H1 -3.266 -1.190 -0.158  0.06
H2 -2.926 0.266 1.019  0.08
H3 0.793 1.874 0.351  0.11
H4 0.910 -0.798 1.076  0.12
H5 0.558 -0.980 -0.660  0.10
H6 2.588 0.301 -1.061  0.08
H7 2.973 -0.873 -0.002  0.07

Results
Spin multiplicity ... 1
Relative energy (zero: lowest compared OMol25 entry of this formula, charge and spin) ... 41.1 kcal per mole
SMILES string ... C=N/N=C\CN

=====

Number 1: HOMO-LUMO gap 0.3587 Eh. Number 2: HOMO-LUMO gap 0.2877 Eh. Number 3: HOMO-LUMO gap 0.3603 Eh. Number 4: HOMO-LUMO gap 0.3552 Eh. Number 5: HOMO-LUMO gap 0.2833 Eh. Number 6: HOMO-LUMO gap 0.3787 Eh.